This record from the Open Molecules 2025 dataset describes 2 unconnected molecules or ions with the total composition C8H13NO3 in a non-equilibrium geometry. The level of theory is the ωB97M-V functional and the def2-TZVPD basis.

```
25
Properties=species:S:1:pos:R:3:forces:R:3
C -3.060335 1.246179 -0.790175 1.55 -2.98 -0.49
C -2.194954 0.212793 -1.021669 -1.02 -0.26 2.44
C -2.597070 -0.705554 0.037788 -0.38 -1.10 -1.42
C -2.114549 -2.087100 0.395308 3.71 1.65 -0.86
C 0.745647 2.237558 -0.448845 -0.18 -2.77 0.00
C 1.203869 0.668812 2.358218 -2.28 4.23 -2.88
C 2.039536 -1.320855 -1.134981 -1.05 1.72 6.97
C 1.249213 0.820466 -0.061255 -0.52 2.31 -4.41
N -3.692971 -0.316202 0.628122 0.99 -0.29 0.17
O -3.950749 0.911732 0.134301 -0.95 2.11 -0.13
O 1.459270 0.298236 1.099314 1.79 -3.54 2.71
O 1.420808 -0.032442 -1.127706 -0.83 0.91 -0.68
H -3.000758 2.130370 -1.313945 -0.90 2.12 -0.52
H -2.951374 -2.652428 0.691692 -0.65 -1.21 -0.01
H -1.366526 -2.467869 -0.430585 -2.01 0.24 1.47
H -1.434725 -1.930549 1.274433 -0.60 -0.42 -0.49
H 0.835033 2.260989 -1.614606 -0.54 0.22 2.36
H 1.490361 2.876022 0.019999 -0.55 0.85 -0.11
H -0.322540 2.281388 0.000112 1.56 0.82 -1.10
H 1.457628 0.050855 3.091841 1.10 -2.58 2.68
H -1.396133 0.095865 -1.718717 0.34 0.17 -0.13
H 0.456811 1.458929 2.430506 0.15 -0.22 0.49
H 2.896180 -1.228345 -0.312028 -1.44 -0.92 -2.03
H 2.311539 -1.402845 -2.089951 1.45 -1.02 -3.54
H 1.222912 -2.012544 -0.784950 1.26 -0.02 -0.47
```
Forces are in eV/Å.

Orbital gap (spin up / spin down), eV: 5.93 / 10.05
E_HOMO (spin up / spin down), eV: -5.126 / -9.822
Energy relative to the best compared isomer or geometry (same formula, charge and spin), eV: 0.649
2S+1: 3


This record from the Open Molecules 2025 dataset describes a single C5H5N molecule in a non-equilibrium geometry. The level of theory is the ωB97M-V functional and the def2-TZVPD basis.

```
11
Properties=species:S:1:pos:R:3:forces:R:3
C -1.187092 -0.603993 -0.325837 -0.08 -0.09 -0.09
C -0.176969 0.245851 0.466157 -0.06 -0.07 0.04
C 1.207103 -0.199923 0.233936 0.48 -0.23 -0.14
C 2.311752 -0.613460 -0.003157 -0.52 0.15 0.09
C -0.330240 1.673933 0.124959 -0.15 0.97 -0.29
N -0.486751 2.778096 -0.181155 0.16 -1.12 0.36
H -1.049324 -1.655910 -0.062766 0.00 0.15 -0.07
H -2.210157 -0.309994 -0.073672 0.18 0.01 -0.06
H -1.030692 -0.476707 -1.397997 -0.03 -0.05 0.10
H -0.430005 0.122549 1.524651 0.21 0.16 -0.02
H 3.286661 -0.991666 -0.226018 -0.19 0.12 0.08
```
Forces are in eV/Å.

Orbital gap, eV: 11.52
E_HOMO, eV: -10.723
Energy relative to the best compared isomer or geometry (same formula, charge and spin), eV: 2.141
Structure (SMILES): C#C[C@H](C)C#N


This record from the Open Molecules 2025 dataset describes 3 unconnected molecules or ions with the total composition C3H11N3O in a non-equilibrium geometry. The level of theory is the ωB97M-V functional and the def2-TZVPD basis.

```
18
Properties=species:S:1:pos:R:3:forces:R:3
C -0.708892 1.567859 -0.462416 -1.48 0.24 3.37
C 0.444644 0.630729 -0.339769 1.04 1.40 -0.61
N 1.058811 0.569658 0.966540 -0.09 0.69 -0.54
C 2.113318 -0.224996 1.074058 -0.14 -2.44 0.07
N -2.261706 -0.569903 0.802134 0.55 0.74 -0.67
N 2.539791 -1.011970 0.076109 0.31 0.81 0.98
H -0.729562 2.191945 -1.284617 0.43 0.96 -2.15
H -1.679937 1.035289 -0.449124 0.79 0.71 0.11
H -0.633970 2.279661 0.411769 -0.35 -0.63 -0.57
H 0.181131 -0.350541 -0.619003 -0.50 -1.37 -0.63
H 1.156639 0.954767 -1.118065 0.44 -0.42 0.35
H -2.300299 -0.799611 -0.268141 -0.80 0.13 0.34
H -1.247924 -0.567677 0.793000 0.20 0.15 0.83
H -2.489873 -1.367158 1.324892 -0.54 -1.54 0.89
H 2.375862 -0.441434 2.138897 0.44 0.46 -0.76
H -2.382952 -1.189560 -2.401885 0.72 1.02 1.35
H 3.266712 -1.669484 0.402898 -0.42 0.47 0.09
O -1.996064 -0.604030 -1.684417 -0.62 -1.38 -2.45
```
Forces are in eV/Å.

Orbital gap (spin up / spin down), eV: 6.87 / 4.90
E_HOMO (spin up / spin down), eV: -3.230 / -3.213
Energy relative to the best compared isomer or geometry (same formula, charge and spin), eV: 2.062
Charge: -1
2S+1: 2


This record from the Open Molecules 2025 dataset describes 2 unconnected molecules or ions with the total composition C10H16 in a non-equilibrium geometry. The level of theory is the ωB97M-V functional and the def2-TZVPD basis.

```
26
Properties=species:S:1:pos:R:3:forces:R:3
C 0.154452 1.579076 0.693326 -0.54 0.05 -0.56
C 0.668169 3.002007 0.384764 -0.61 -0.36 2.05
C 1.079826 0.492165 0.236211 0.87 -0.39 0.17
C 1.437388 -0.463414 1.180845 0.21 -1.28 1.02
C 1.719396 0.419044 -1.009881 -0.67 -0.03 0.44
C 2.305234 -1.535796 0.936725 -0.28 0.70 -1.88
C 2.537025 -0.658212 -1.313770 -0.50 -0.01 -0.13
C 2.783993 -1.645922 -0.366323 0.67 -0.04 0.20
H 0.002627 1.367797 1.752385 0.16 0.65 0.18
H -0.868133 1.466905 0.312309 0.22 -0.19 -0.50
H 1.294765 3.250929 1.247586 0.63 0.14 -0.55
H 1.009690 -0.460929 2.179494 -0.15 0.44 -0.06
H 1.507525 1.176315 -1.752579 0.05 -0.01 -0.13
H 2.611232 -2.323868 1.603721 -0.35 0.21 0.61
H 2.878865 -0.741590 -2.336712 0.33 -0.11 0.09
H 3.431200 -2.486901 -0.590319 -0.05 0.06 -0.24
H -0.150525 3.711722 0.517024 -0.05 0.04 -0.61
H 1.181296 3.093345 -0.560714 0.02 0.12 -0.11
C -3.603702 -0.855984 0.146106 1.19 -0.50 0.96
C -2.794597 -1.437016 -1.038765 -1.89 0.35 0.84
H -3.229178 0.130381 0.431138 -0.12 0.08 -0.20
H -4.683896 -0.828201 0.144058 -0.25 -0.08 -0.57
H -3.302807 -1.500641 0.982792 -0.43 0.18 0.20
H -2.925760 -0.768702 -1.885775 0.79 -0.11 -0.23
H -3.228743 -2.404449 -1.296387 0.25 -0.05 -0.12
H -1.815341 -1.578063 -0.597257 0.50 0.14 -0.87
```
Forces are in eV/Å.

Orbital gap, eV: 9.96
E_HOMO, eV: -9.010
Energy relative to the best compared isomer or geometry (same formula, charge and spin), eV: 0.797
Structure (SMILES): CCc1ccccc1.CC


This record from the Open Molecules 2025 dataset describes a molecular structure, C9H17CoNOP in a non-equilibrium geometry. The level of theory is the ωB97M-V functional and the def2-TZVPD basis.

```
30
Properties=species:S:1:pos:R:3:forces:R:3
C -1.008019 -3.210461 -0.616806 -2.56 2.32 -1.87
C -0.469308 -2.954048 -1.936672 1.18 -1.20 1.11
C -1.129662 -1.884201 -2.565839 0.34 0.79 0.12
C -2.134508 -1.439007 -1.698785 -1.15 1.27 1.06
C -2.106356 -2.172456 -0.444406 1.95 -1.64 -2.15
Co -0.197223 -1.393932 -0.013267 -1.15 -0.90 -1.54
P 1.190427 -2.293763 1.264720 0.05 0.41 -0.16
H -0.897610 -4.076455 -0.016228 0.28 -0.58 0.39
H 0.401177 -3.523561 -2.335142 -0.82 0.58 0.20
H -0.731703 -1.315789 -3.435081 -0.62 -0.72 0.57
H -2.826564 -2.172221 0.332179 -0.60 0.07 0.47
H -2.819460 -0.544268 -1.852393 1.02 -1.30 0.05
H 2.421766 -1.603836 1.203226 0.29 -0.45 0.77
H 1.522259 -3.650897 1.133316 0.31 -0.07 0.46
H 0.672446 -2.138659 2.563995 0.82 -0.34 0.46
C 0.670634 3.692054 1.027325 1.35 0.39 0.31
N 1.007090 2.332575 0.634744 -1.47 0.54 -0.09
C 2.365503 1.855183 0.769791 0.19 -1.16 -0.36
C 0.067057 1.485570 0.210256 3.26 -2.62 -0.05
C -1.357484 1.788413 0.025197 -1.08 1.21 0.41
O 0.574333 0.313573 -0.005135 -1.10 2.67 -0.08
H 1.641340 4.163589 1.335073 -1.15 -0.09 -0.25
H -0.018312 3.703488 1.871531 -0.07 0.08 0.12
H 0.248760 4.239817 0.187603 -0.03 0.26 -0.07
H 2.430862 1.008571 1.491663 -0.10 0.55 -0.40
H 2.754855 1.486079 -0.205750 -0.27 0.21 0.56
H 2.967581 2.669514 1.111495 0.36 0.38 0.20
H -1.722758 1.533870 -0.973044 0.35 -0.19 0.09
H -1.976300 1.230899 0.754629 0.43 0.15 -0.28
H -1.540823 2.870357 0.181806 -0.01 -0.63 -0.06
```
Forces are in eV/Å.

Orbital gap (spin up / spin down), eV: 2.69 / 7.19
E_HOMO (spin up / spin down), eV: 0.611 / -3.940
Charge: -1
2S+1: 4


This record from the Open Molecules 2025 dataset describes a gas-phase ion, C4H6N4O (charge +2) in a non-equilibrium geometry. The level of theory is the ωB97M-V functional and the def2-TZVPD basis.

```
15
Properties=species:S:1:pos:R:3:forces:R:3
C 2.204026 0.185672 -0.783003 -1.78 -1.13 -1.74
C 3.903263 0.883312 0.900485 -4.91 -2.06 -3.93
C -0.888393 -1.798041 -0.197742 -1.51 -3.14 -0.20
C 1.211692 -0.656176 -0.536697 0.69 1.19 0.14
N 3.060926 0.519630 0.222333 1.53 0.96 0.59
N -1.827417 -0.947413 -0.013487 -1.31 1.78 0.49
N -1.615253 0.304202 0.050688 2.33 -0.56 0.05
N -2.847787 0.966984 0.314903 -1.05 -0.75 -0.46
O 0.404834 -1.550640 -0.378930 0.50 -0.59 -0.40
H 2.361190 0.539305 -1.843260 0.24 -0.08 1.40
H 4.607359 1.161778 1.496025 4.38 1.76 3.74
H -1.258665 -2.873355 -0.251854 1.53 1.45 0.05
H -3.418598 0.729398 -0.537172 -0.22 0.76 1.06
H -2.607231 1.970746 0.368625 -0.62 -0.39 0.14
H -3.289952 0.564594 1.189084 0.21 0.79 -0.95
```
Forces are in eV/Å.

Orbital gap (spin up / spin down), eV: 7.22 / 8.55
E_HOMO (spin up / spin down), eV: -16.644 / -17.247
Energy relative to the best compared isomer or geometry (same formula, charge and spin), eV: 3.079
Charge: +2


This record from the Open Molecules 2025 dataset describes a molecular structure, C2H7N2 in a non-equilibrium geometry. The level of theory is the ωB97M-V functional and the def2-TZVPD basis.

```
11
Properties=species:S:1:pos:R:3:forces:R:3
C -0.386699 -2.148009 -0.147535 -3.20 2.50 -0.98
N -0.649902 -0.806984 0.223288 -1.40 -7.00 -0.79
H 0.085924 -2.418298 -1.107426 -0.09 0.22 0.27
H -0.842179 -2.979163 0.449995 1.04 0.72 0.13
H -0.404089 0.111191 -0.449958 1.12 0.16 -0.29
H 0.186347 -1.264485 0.661091 2.41 0.44 2.96
C 0.711108 1.921057 0.098569 -0.63 -0.29 -1.82
N -0.125465 1.240822 -0.764967 3.02 3.63 0.94
H 1.186936 1.560664 1.054917 -0.22 -0.23 -1.01
H 0.824312 3.016837 -0.117786 0.13 -0.87 0.32
H -0.586292 1.766367 0.099815 -2.18 0.71 0.27
```
Forces are in eV/Å.

Orbital gap, eV: 8.00
E_HOMO, eV: -14.080
Energy relative to the best compared isomer or geometry (same formula, charge and spin), eV: 9.043
Charge: +1


This record from the Open Molecules 2025 dataset describes a molecular structure, C25H30F3NO5PSV in a non-equilibrium geometry. The level of theory is the ωB97M-V functional and the def2-TZVPD basis.

```
67
Properties=species:S:1:pos:R:3:forces:R:3
V -0.762532 -0.103691 0.412877 0.31 0.90 -0.01
O -1.882739 2.486388 0.423697 0.00 -0.16 0.17
C -2.371272 2.718265 1.739775 -0.09 -0.09 0.08
C -3.577981 1.835671 2.016404 0.12 0.04 -0.02
N -3.227490 0.426116 1.861300 -0.09 0.10 0.06
C -2.705523 -0.162925 3.088856 0.25 0.05 -0.03
C -1.219853 0.177581 3.331278 -0.12 0.04 0.42
O -0.895640 0.619753 4.433070 0.05 -0.09 -0.19
O -0.421951 -0.047601 2.353275 -0.07 0.16 1.05
C -4.350053 -0.313522 1.300533 0.16 -0.06 -0.08
C -4.225993 -1.829874 1.107257 -0.05 0.21 0.01
O -5.190755 -2.519654 1.345993 -0.05 0.01 0.02
O -3.130588 -2.387315 0.618237 -0.02 -0.64 0.04
H -1.887659 1.499232 0.295827 -0.67 1.03 -0.31
H -2.657190 3.770725 1.798076 0.01 -0.01 -0.02
H -1.597291 2.533764 2.491202 0.06 0.03 -0.04
H -4.344925 2.084550 1.279860 -0.03 -0.01 0.02
H -3.979116 2.050146 3.019102 -0.03 -0.01 -0.01
H -2.752510 -1.250448 3.008551 0.00 -0.01 -0.03
H -3.274216 0.145327 3.974617 -0.04 0.01 -0.02
H -4.564418 0.096692 0.308625 0.02 0.00 -0.02
H -5.254931 -0.195075 1.910036 -0.02 -0.03 -0.01
F 3.241934 -7.026979 -0.576402 -0.02 0.12 -0.12
C 3.034224 -6.052673 -1.505220 0.23 -0.17 -0.05
F 4.259751 -5.487218 -1.698906 -0.15 -0.09 0.02
F 2.727465 -6.690445 -2.656924 0.05 0.06 0.12
C 2.009287 -5.067180 -1.092119 -0.16 0.11 0.04
C 0.845214 -4.873417 -1.830806 0.21 -0.11 0.01
C -0.089976 -3.944115 -1.425275 -0.02 0.18 0.17
C 0.109362 -3.153697 -0.270315 -0.04 -0.53 -0.03
C 1.297821 -3.378081 0.466271 -0.19 0.05 -0.04
C 2.220272 -4.316164 0.068096 0.05 -0.15 -0.14
C -0.777384 -2.104678 0.081215 0.33 -0.51 -0.59
C -1.975503 -1.639846 0.317865 -0.73 -0.53 0.08
H 0.681635 -5.461385 -2.724961 -0.04 0.02 0.00
H -0.994034 -3.789733 -2.000465 0.00 -0.01 -0.01
H 1.458003 -2.780512 1.355563 0.04 -0.01 0.00
H 3.123160 -4.483944 0.644248 -0.01 0.06 0.04
C 0.858538 -0.455518 -2.508191 -0.27 0.07 -0.06
S -0.833165 -0.001456 -2.032516 0.18 -0.10 -0.73
C -0.906374 1.548575 -2.982164 -0.07 -0.26 0.26
H 1.542767 0.344172 -2.227769 0.05 -0.02 -0.02
H 0.903386 -0.633345 -3.583388 0.05 0.01 0.00
H 1.098831 -1.368073 -1.970980 0.04 -0.05 0.01
H -0.783787 1.313667 -4.038606 -0.02 0.06 -0.03
H -0.133868 2.237087 -2.651751 0.04 0.09 -0.01
H -1.887454 1.988322 -2.811132 0.02 0.04 -0.01
C 1.255143 2.547443 2.113275 -0.18 -0.12 -0.02
P 1.165406 1.430095 0.650950 1.11 0.35 0.19
C 2.620462 0.368865 1.022482 -0.12 0.08 -0.07
C 1.852228 2.606006 -0.584051 -0.13 0.02 -0.15
C 1.096722 3.751606 -0.857438 0.00 -0.08 0.03
C 1.516545 4.677780 -1.796570 0.02 0.03 -0.06
C 2.696792 4.470895 -2.501486 -0.01 -0.04 0.06
C 3.445762 3.330925 -2.252378 0.06 0.09 -0.09
C 3.029646 2.408446 -1.301563 -0.03 -0.06 0.10
H 0.602688 3.406895 1.960248 -0.01 -0.01 0.03
H 2.278407 2.899965 2.250438 0.01 0.01 -0.02
H 0.925376 1.997971 2.996734 -0.02 0.00 -0.03
H 3.524112 0.958081 1.192828 0.03 -0.03 0.01
H 2.777629 -0.350847 0.218007 0.04 -0.01 0.02
H 2.365837 -0.185818 1.926019 -0.01 -0.01 0.00
H 0.153274 3.891214 -0.341897 -0.02 0.02 -0.01
H 0.914977 5.557139 -1.993162 0.00 0.00 0.01
H 3.027361 5.191736 -3.238637 0.00 -0.01 -0.01
H 4.363176 3.158261 -2.802403 0.00 -0.01 0.01
H 3.632982 1.525874 -1.125213 -0.02 0.00 0.01
```
Forces are in eV/Å.

Orbital gap (spin up / spin down), eV: 5.45 / 6.36
E_HOMO (spin up / spin down), eV: -3.002 / -3.925
Charge: -1
2S+1: 4


This record from the Open Molecules 2025 dataset describes a single C4H5NO2 molecule. The level of theory is the ωB97M-V functional and the def2-TZVPD basis.

```
12
Properties=species:S:1:pos:R:3:forces:R:3
C 1.253474 -1.046904 0.915687 -0.01 0.08 0.04
C 0.075428 -0.656694 0.144169 -0.25 0.09 -0.02
C -1.002611 -0.485549 -0.499125 0.35 -0.31 0.09
O -1.935606 -1.059167 -1.247704 -0.09 0.23 -0.20
N -1.007108 0.769133 0.136204 0.35 -0.08 0.46
C -0.180085 1.833260 -0.214975 0.45 -0.04 -0.05
O 1.024948 1.763163 -0.332386 -0.43 0.17 -0.15
H 2.099826 -0.397296 0.681269 -0.13 -0.05 0.07
H 1.044523 -1.008172 1.989411 0.03 0.02 -0.11
H 1.524981 -2.079811 0.662159 -0.16 0.18 -0.01
H -2.642379 -0.409582 -1.359738 -0.07 -0.03 -0.07
H -0.703321 2.807041 -0.236321 -0.05 -0.24 -0.05
```
Forces are in eV/Å.

Orbital gap, eV: 9.33
E_HOMO, eV: -8.715
Energy relative to the best compared isomer or geometry (same formula, charge and spin), eV: 3.935
Structure (SMILES): CC1=C(O)N1C=O